98
Properties=species:S:1:pos:R:3 method="wB97M-V/def2-TZVPD" fmax_ev_per_a=2.60 relative_energy_kcal_mol=18.4 spin_multiplicity=4 orbital_gap_ev="6.22 / 4.08" s2=4.158 charge=+3 total_energy_ev=-261290.4099 lumo_energy_ev="-8.94 / -11.07"
Cr 0.43 -0.77 0.25
N -1.25 -2.20 -0.06
C -1.69 -2.63 1.28
C -1.65 -1.39 2.17
N -0.61 -0.53 1.69
C 1.55 -2.35 1.08
C 2.42 -2.64 -0.12
N 2.32 -1.39 -0.90
H -2.00 -1.63 -0.45
H -1.19 -3.04 -0.64
H -0.99 -3.39 1.64
H -2.69 -3.08 1.27
H -1.47 -1.67 3.21
H -2.61 -0.87 2.13
H -0.52 0.23 2.36
H 2.14 -2.01 1.93
H 1.00 -3.23 1.40
H 2.04 -3.48 -0.70
H 3.46 -2.88 0.15
H 2.34 -1.58 -1.91
H 3.14 -0.82 -0.70
N -2.60 0.65 -0.29
C -2.88 0.56 -1.64
C -4.22 0.62 -2.05
C -4.58 0.47 -3.37
C -3.59 0.25 -4.32
C -2.26 0.17 -3.93
C -1.88 0.31 -2.60
P -0.11 0.10 -2.13
C 0.43 -1.08 -3.43
C 0.83 -0.67 -4.70
C 1.08 -1.62 -5.68
C 0.93 -2.97 -5.41
C 0.58 -3.38 -4.13
C 0.34 -2.44 -3.15
C 0.67 1.63 -2.79
C 2.05 1.77 -2.65
C 2.72 2.77 -3.35
C 2.02 3.64 -4.16
C 0.64 3.54 -4.26
C -0.03 2.53 -3.58
H -3.38 0.99 0.26
H -1.71 1.08 -0.04
H -4.98 0.78 -1.29
H -5.61 0.52 -3.66
H -3.85 0.14 -5.36
H -1.51 0.00 -4.68
H 0.95 0.38 -4.93
H 1.38 -1.30 -6.67
H 1.09 -3.69 -6.19
H 0.50 -4.43 -3.90
H 0.08 -2.76 -2.15
H 2.61 1.07 -2.03
H 3.79 2.85 -3.29
H 2.54 4.39 -4.73
H 0.09 4.21 -4.89
H -1.10 2.43 -3.70
C -1.58 4.29 -1.30
As -0.52 3.26 -0.01
C -1.67 3.77 1.51
C 0.99 4.55 0.06
C 2.11 4.26 1.05
C 1.56 4.38 2.48
C 2.78 2.91 0.80
As 2.05 1.09 1.34
C 1.57 1.24 3.23
C 3.87 0.40 1.65
C 3.21 5.38 0.98
As 4.62 5.66 -0.41
C 5.52 3.97 -0.86
C 3.71 6.14 -2.08
H -1.89 5.22 -0.83
H -2.48 3.76 -1.60
H -1.01 4.53 -2.20
H -1.53 4.83 1.74
H -1.50 3.18 2.41
H -2.71 3.63 1.21
H 0.56 5.53 0.29
H 1.37 4.58 -0.96
H 0.68 3.77 2.59
H 1.28 5.41 2.69
H 2.30 4.08 3.21
H 3.74 2.92 1.32
H 2.98 2.80 -0.28
H 2.35 1.78 3.77
H 1.50 0.23 3.64
H 0.62 1.74 3.40
H 4.35 1.02 2.41
H 4.50 0.42 0.76
H 3.86 -0.62 2.04
H 3.79 5.31 1.91
H 2.70 6.34 1.01
H 5.83 3.44 0.05
H 6.42 4.20 -1.43
H 4.89 3.33 -1.46
H 3.24 7.12 -1.98
H 2.95 5.40 -2.33
H 4.44 6.20 -2.89